[1]
C13H76BClO24S | ωB97M-V with the def2-TZVPD basis set

E   -87890.9711 eV
Max |F|   0.038 Eh/bohr

Geometry as ORCA input:
```
! RIJCOSX wB97M-V def2-TZVPD def2/J DEFGRID3
* xyz 0 1
C 0.0274 -2.7844 -0.9684
C 1.5449 -2.6464 -0.7487
C 2.2678 -1.8570 -1.8388
C 1.9761 -0.3407 -1.7538
C 0.6402 0.0100 -2.4291
C 0.5256 1.5312 -2.7042
C -0.7597 2.1496 -2.1478
C -0.6745 2.6100 -0.6947
C -0.4910 1.5393 0.3774
C -1.7546 0.7553 0.8388
C -3.0827 1.1513 0.2110
C -4.0755 -0.0447 0.3415
C -4.6101 -0.5450 -1.0206
B -4.3885 -2.0595 -1.2886
S -4.4882 -2.6493 -3.0105
Cl -4.0679 -3.2684 -0.0111
H -0.2418 -2.7964 -2.0224
H -0.3233 -3.7079 -0.5072
H -0.5287 -1.9724 -0.5087
H 1.9490 -3.6494 -0.7405
H 1.6899 -2.1968 0.2307
H 2.0145 -2.2437 -2.8125
H 3.3325 -1.9829 -1.6461
H 2.7428 0.1786 -2.3166
H 2.0095 0.0175 -0.7287
H 0.5508 -0.5587 -3.3495
H -0.1753 -0.2764 -1.7763
H 0.4670 1.6237 -3.7903
H 1.4206 2.0731 -2.4153
H -0.9680 3.0451 -2.7362
H -1.5721 1.4525 -2.3497
H 0.2084 3.2501 -0.6426
H -1.5102 3.2545 -0.4347
H 0.2620 0.8130 0.0965
H -0.0870 2.0396 1.2523
H -1.8590 0.9101 1.9095
H -1.5565 -0.3081 0.7094
H -3.0094 1.3683 -0.8475
H -3.5423 2.0026 0.7008
H -4.9208 0.2988 0.9304
H -3.5859 -0.8548 0.8692
H -4.2264 0.0244 -1.8638
H -5.6935 -0.3954 -1.0466
H -4.0508 -3.9181 -3.0187
O -8.2083 -1.9187 -3.5214
H -8.4428 -2.4565 -4.2871
H -7.2483 -1.8535 -3.5663
O -0.9033 -5.5436 0.9579
H -1.0780 -6.1437 0.2250
H -1.5606 -4.8458 0.8643
O -3.2575 0.6503 3.7722
H -3.1146 0.7803 4.7172
H -3.3686 -0.3024 3.6781
O 3.3734 2.8857 -3.3270
H 3.9813 2.5281 -3.9834
H 3.8381 3.6611 -2.9759
O -2.6556 -4.6215 3.4081
H -1.7811 -4.9828 3.2192
H -3.1012 -4.6318 2.5550
O 5.1970 0.0571 -2.3753
H 5.2601 0.0956 -1.4136
H 4.9665 -0.8640 -2.5472
O -3.1929 3.8421 4.4191
H -4.0549 3.8502 4.8663
H -3.0986 2.9245 4.1321
O 4.8521 -2.8326 0.3396
H 3.9983 -2.7250 0.7759
H 4.8306 -3.7420 0.0200
O 2.5840 5.0718 -1.6663
H 2.8617 5.9838 -1.8081
H 2.0481 4.8675 -2.4424
O -3.1190 6.0719 2.5567
H -3.3579 5.4593 3.2680
H -2.2663 6.4060 2.8570
O 7.4353 -2.0254 1.7678
H 8.0500 -2.2510 1.0610
H 6.5595 -2.1272 1.3590
O -0.7495 2.4419 3.6767
H -1.3280 3.1970 3.5124
H 0.1349 2.7681 3.4777
O -7.8207 -4.6770 -5.4880
H -6.9873 -4.6362 -5.0056
H -8.2838 -5.4258 -5.0965
O 6.6414 -5.0796 1.4909
H 7.2446 -5.4978 0.8674
H 7.1259 -4.3193 1.8345
O -0.2701 6.1267 3.3961
H 0.5419 5.9581 3.8893
H -0.1488 5.6727 2.5531
O 2.8852 -4.5298 1.1372
H 2.0159 -4.8022 1.4533
H 3.4820 -4.7461 1.8652
O 5.6073 5.1680 -2.5948
H 6.3795 4.5929 -2.5130
H 5.3584 5.3527 -1.6828
O -4.9822 3.2807 6.4799
H -5.8287 2.9258 6.7895
H -4.3799 3.1908 7.2260
O -7.5142 3.0755 7.8851
H -8.3533 2.6911 8.1624
H -6.9561 3.0164 8.6694
O -0.1745 4.9838 6.2224
H -0.4119 4.4884 5.4292
H -0.7646 5.7454 6.2041
O 2.8330 -0.7062 -4.7246
H 2.7172 -0.6029 -5.6760
H 2.9104 0.1955 -4.3880
O 3.6637 -3.6295 -3.9427
H 3.2762 -2.8796 -4.4133
H 4.6127 -3.4666 -3.9819
O 7.0966 2.6370 -1.3501
H 7.2943 2.6918 -0.4089
H 6.9588 1.6971 -1.5183
O 4.5259 -6.5096 -3.2812
H 4.2845 -6.9651 -4.0941
H 3.9510 -5.7342 -3.2645
*
```


[2]
C13H7BCl5FN3O4Pb | ωB97M-V with the def2-TZVPD basis set

E   -97512.3668 eV
Max |F|   0.033 Eh/bohr

Geometry as ORCA input:
```
! RIJCOSX wB97M-V def2-TZVPD def2/J DEFGRID3
* xyz -1 1
Pb -0.9203 0.9673 -2.0491
Cl -0.0592 3.6469 -3.3878
C 1.1476 3.3736 -2.1828
C 1.0951 2.1692 -1.4915
C 2.0898 1.9782 -0.5376
Cl 2.1358 0.5150 0.3514
C 3.0641 2.9416 -0.2746
Cl 4.2693 2.6687 0.9160
C 3.0610 4.1412 -0.9787
Cl 4.2489 5.3393 -0.6637
C 2.0960 4.3600 -1.9570
Cl 2.0963 5.8306 -2.8513
F 2.7787 -3.8334 1.3593
C 1.5052 -3.9896 0.9408
C 0.5792 -3.0482 1.2353
N -0.7272 -3.1973 0.9082
C -1.6657 -2.1176 1.0974
C -1.5522 -1.0960 -0.0715
O -2.5772 -0.6306 -0.5537
O -0.3807 -0.8269 -0.4345
C -1.1608 -4.2928 0.1836
O -2.3138 -4.4699 -0.1319
N -0.1741 -5.2004 -0.1382
C 1.1886 -5.1614 0.1481
O 1.9366 -6.0258 -0.2497
H 0.8523 -2.1483 1.7682
H -1.4497 -1.5912 2.0303
H -2.6750 -2.5238 1.1130
H -0.4816 -5.9806 -0.7056
B -3.2669 3.2315 1.5184
C -2.4758 2.6954 0.3270
N -1.9033 2.2513 -0.5829
H -3.5829 2.2573 2.1431
H -4.2200 3.8006 1.0614
H -2.5580 3.9663 2.1405
*
```


[3]
C13H7N3OPtS5 | ωB97M-V with the def2-TZVPD basis set

E   -77521.8644 eV
Max |F|   0.012 Eh/bohr

Geometry as ORCA input:
```
! RIJCOSX wB97M-V def2-TZVPD def2/J DEFGRID3
* xyz 2 1
Pt -1.3730 0.2076 0.0256
N 2.4093 1.7805 0.0308
C 2.9196 0.4849 0.0297
C 4.2278 0.0120 0.0290
C 4.3844 -1.3543 0.0278
C 3.2792 -2.2220 0.0270
C 1.9869 -1.7469 0.0272
C 1.8114 -0.3649 0.0284
N 0.6656 0.4407 0.0285
C 1.0777 1.6954 0.0300
C 0.0887 2.7480 0.0296
C 0.1968 4.0969 0.0288
S -1.3532 4.8105 0.0269
C -2.0734 3.2819 0.0271
N -1.2134 2.2929 0.0290
H 2.9571 2.6263 0.0320
H 5.0764 0.6824 0.0290
H 5.3820 -1.7709 0.0277
H 3.4542 -3.2888 0.0259
H 1.1470 -2.4235 0.0267
H 1.0896 4.7018 0.0289
H -3.1442 3.1436 0.0265
O -6.1750 -4.4915 -0.2180
C -5.3428 -3.6720 -0.1595
S -3.5630 -4.0552 -0.1092
C -3.0388 -2.4401 -0.0392
C -4.0702 -1.3903 -0.0419
S -3.6736 0.1941 0.0216
S -5.6950 -1.8870 -0.1100
S -1.4381 -2.0920 0.0340
*
```


[4]
C13H88N26O31 | ωB97M-V with the def2-TZVPD basis set

E   -117132.2329 eV
Max |F|   0.179 Eh/bohr

Geometry as ORCA input:
```
! RIJCOSX wB97M-V def2-TZVPD def2/J DEFGRID3
* xyz 0 1
O 1.3779 -1.0463 -3.2443
H 1.7962 -1.7398 -3.7544
H 1.1795 -0.3634 -3.8851
O -3.7530 -0.1414 -3.2392
H -4.5320 -0.6712 -3.4087
H -3.7075 0.4624 -3.9806
O -3.0000 -2.3504 -1.5709
H -2.9866 -1.4915 -1.9932
H -3.5625 -2.8847 -2.1316
O -4.1905 4.6961 -1.8820
H -3.9529 4.1177 -2.6066
H -3.9146 5.5665 -2.1692
O -1.1781 4.1710 -0.8013
H -0.5067 3.5787 -1.1397
H -0.7987 5.0444 -0.8985
O -5.5456 2.6170 1.4709
H -6.0737 2.6016 2.2691
H -5.0805 1.7804 1.4747
O -4.8018 2.2699 -1.2076
H -5.2545 1.4324 -1.1077
H -4.0812 2.0829 -1.8093
O -2.4321 -2.5714 1.3554
H -2.5352 -2.7237 0.4160
H -2.4945 -3.4421 1.7480
O -2.4870 2.5006 -2.5287
H -1.9814 1.6949 -2.4214
H -2.0184 3.1497 -2.0040
O -2.0337 -2.4721 5.6371
H -1.5042 -3.2239 5.9028
H -2.5466 -2.2529 6.4149
O -1.8086 1.2297 3.9717
H -1.1759 1.8564 4.3227
H -2.0957 0.7265 4.7336
O 2.7362 1.8714 -1.6103
H 1.7972 1.9295 -1.4339
H 2.8518 1.0111 -2.0138
O 0.3161 -1.5809 3.9065
H -0.0213 -2.2138 3.2726
H -0.4025 -1.4557 4.5263
O 2.1875 -3.1396 -4.8235
H 2.9641 -3.5188 -4.4121
H 2.4444 -2.9958 -5.7343
O 1.8852 4.6648 -3.2049
H 1.9671 4.5426 -2.2591
H 2.7861 4.7638 -3.5129
O -3.7788 4.6052 0.8483
H -3.1050 4.2178 0.2897
H -3.2915 5.1298 1.4835
O 0.2737 1.3815 -4.4860
H -0.6122 1.3730 -4.8485
H 0.7143 2.0960 -4.9460
O -3.9825 0.4452 1.8107
H -3.4649 0.4098 2.6152
H -3.6506 -0.2788 1.2798
C 3.0967 0.7466 3.5525
O 4.1260 1.4122 3.5728
N 2.1442 0.8336 4.3785
N 2.7185 -0.1387 2.6806
H 2.0514 1.7338 4.8270
H 1.4047 0.1642 4.5370
H 1.9411 -0.6888 3.0169
H 3.3173 -0.3885 1.9066
C 0.1402 0.7599 7.2536
O -0.3069 0.8002 6.1078
N 0.0112 1.6435 8.2054
N 0.9709 -0.1521 7.6549
H 0.7057 1.7319 8.9334
H -0.5078 2.4282 7.8381
H 1.3194 -0.3657 8.5785
H 1.0187 -0.8922 6.9694
C -4.5796 -3.8514 3.7217
O -5.5016 -4.6460 3.4183
N -3.2967 -4.1132 3.6448
N -4.6246 -2.6804 4.1811
H -2.4934 -3.6464 4.0409
H -3.1054 -4.9228 3.0721
H -3.8652 -2.0501 4.3958
H -5.5353 -2.2546 4.2789
C -0.5834 -4.6477 -2.8065
O -1.4483 -5.1941 -2.2890
N 0.2476 -5.0503 -3.6443
N -0.5160 -3.3561 -2.6698
H 0.1498 -6.0030 -3.9651
H 0.6707 -4.3018 -4.1741
H 0.3190 -2.8603 -2.9474
H -1.0314 -3.0471 -1.8581
C -1.0904 -6.7342 1.6341
O -1.7033 -5.8610 2.2563
N -1.5900 -7.9388 1.3843
N 0.1329 -6.7643 1.3881
H -2.4968 -8.0548 1.8135
H -1.0621 -8.6307 0.8718
H 0.7079 -5.9456 1.2493
H 0.3045 -7.4854 0.7021
C 2.6174 -3.7022 0.0434
O 1.6413 -4.4460 -0.0587
N 3.3371 -3.6550 1.1817
N 3.1374 -2.9214 -0.9286
H 2.9230 -4.0907 1.9935
H 3.9911 -2.8905 1.2700
H 3.9699 -2.3845 -0.7317
H 3.0144 -3.1249 -1.9103
C 0.0151 0.3973 -0.3356
O -0.1119 1.2825 -1.1221
N -0.3929 0.3937 0.9377
N 0.5521 -0.7479 -0.5952
H -0.2074 -0.3524 1.5926
H -0.5954 1.3200 1.2857
H 0.8470 -1.4122 0.1062
H 0.9542 -0.9188 -1.5058
C 5.5157 -0.1838 0.0662
O 4.6832 -0.9505 0.4585
N 5.2627 0.8773 -0.5906
N 6.8018 -0.3830 0.3208
H 4.3680 1.0547 -1.0244
H 6.0895 1.4080 -0.8247
H 7.4243 0.2721 -0.1302
H 7.0157 -1.2617 0.7704
C 5.0669 1.5177 -4.3977
O 5.4469 2.6062 -4.0280
N 5.8838 0.5139 -4.4883
N 3.9291 1.2178 -4.8698
H 6.8423 0.8315 -4.4669
H 5.6483 -0.3555 -4.9451
H 3.2628 1.9710 -4.9629
H 3.6379 0.2594 -4.9994
C 1.9805 4.0628 1.1846
O 1.9112 4.6023 0.1422
N 2.9447 4.1421 2.0386
N 0.9978 3.2674 1.6975
H 2.7129 3.7884 2.9558
H 3.8493 4.4175 1.6839
H 0.0873 3.3501 1.2683
H 1.2008 2.7501 2.5409
C -1.7840 -1.8290 -6.3390
O -2.3089 -0.8617 -6.8620
N -0.9372 -2.6151 -6.9802
N -1.9423 -2.1258 -5.1234
H -0.4449 -2.2885 -7.7994
H -0.9980 -3.6123 -6.8320
H -1.5158 -2.9227 -4.6728
H -2.3809 -1.4747 -4.4880
C -1.5423 4.0542 -6.0130
O -1.9856 3.0591 -6.5590
N -1.5687 4.2027 -4.6580
N -0.7522 4.8829 -6.5680
H -1.0317 4.9027 -4.1663
H -2.1028 3.5649 -4.0853
H -0.6379 4.7983 -7.5679
H -0.3053 5.6181 -6.0390
C 0.3058 3.8901 5.1196
O 1.3977 3.3536 4.7941
N -0.1156 4.1960 6.3024
N -0.5615 4.2542 4.2222
H 0.4187 3.8586 7.0902
H -1.0335 4.6067 6.3966
H -1.2324 4.9478 4.5205
H -0.2908 3.9655 3.2930
*
```


[5]
C13H8F3N3O5RuS | ωB97M-V with the def2-TZVPD basis set

E   -49869.2224 eV
⟨S²⟩   6.023
Max |F|   0.010 Eh/bohr

Geometry as ORCA input:
```
! RIJCOSX wB97M-V def2-TZVPD def2/J DEFGRID3
* xyz 2 5
Ru 0.1586 0.3075 -0.0460
O -2.6670 -0.6498 2.6355
C -2.0872 -0.1827 1.7220
N -0.6235 -0.2130 1.5856
C 0.2406 -0.6772 2.6804
O -0.1681 -1.1494 3.6796
C 1.6694 -0.4309 2.3193
C 2.7054 -0.7171 3.1706
C 4.0027 -0.4412 2.7358
C 4.2021 0.0998 1.4748
C 3.1140 0.3531 0.6597
N 1.8684 0.0976 1.0926
C -2.6786 0.5349 0.5530
C -4.0249 0.7741 0.4405
C -4.4724 1.4649 -0.6858
C -3.5592 1.8764 -1.6448
C -2.2163 1.5899 -1.4756
N -1.7941 0.9357 -0.3827
H 2.4917 -1.1444 4.1414
H 4.8471 -0.6527 3.3785
H 5.1949 0.3220 1.1094
H 3.2195 0.7547 -0.3391
H -4.6924 0.4263 1.2178
H -5.5262 1.6761 -0.8108
H -3.8752 2.4139 -2.5278
H -1.4680 1.8754 -2.2030
F 1.8681 -0.7920 -4.4759
C 0.7501 -1.3002 -4.0131
F -0.2952 -0.6312 -4.4538
F 0.6483 -2.5767 -4.2816
S 0.8055 -1.1247 -2.1565
O -0.5058 -1.4469 -1.5705
O 1.9399 -1.7886 -1.6175
O 0.9277 0.4165 -1.9120
*
```


[6]
C13H8N2O5SeV | ωB97M-V with the def2-TZVPD basis set

E   -117844.7321 eV
⟨S²⟩   3.784
Max |F|   0.167 Eh/bohr

Geometry as ORCA input:
```
! RIJCOSX wB97M-V def2-TZVPD def2/J DEFGRID3
* xyz 2 4
O -3.9547 -0.8814 -2.1429
C -3.0164 -0.2178 -2.1814
V -1.1655 1.7995 -3.0984
O -3.1541 2.4088 -5.3466
C -2.4501 2.1093 -4.4649
C 0.0780 3.0860 -3.6365
O 0.8884 3.8748 -3.9051
C -0.4115 0.2136 -3.9521
O 0.0803 -0.6410 -4.5812
C -2.1385 2.7977 -1.7524
O -2.6919 3.5245 -1.0309
C 0.2741 1.5354 2.1318
N 0.4096 0.2597 1.4528
C 0.5178 0.0644 0.1091
Se 0.6580 1.4643 -1.1608
N 0.7342 -1.2744 -0.0813
C 0.8761 -1.9134 1.1709
C 1.4394 -3.1455 1.4924
C 1.7486 -3.3722 2.8466
C 1.5507 -2.3703 3.8185
C 1.0161 -1.1271 3.4596
C 0.6627 -0.9324 2.1367
H -0.5160 1.4585 2.8733
H 0.0083 2.2818 1.3932
H 1.2025 1.8316 2.6188
H 0.8611 -1.7125 -1.0167
H 1.6099 -3.8839 0.6832
H 2.1670 -4.3353 3.1412
H 1.8291 -2.5882 4.8486
H 0.8868 -0.3145 4.1746
*
```


[7]
C13H8NNiO5S | ωB97M-V with the def2-TZVPD basis set

E   -77220.4421 eV
⟨S²⟩   2.006
Max |F|   0.039 Eh/bohr

Geometry as ORCA input:
```
! RIJCOSX wB97M-V def2-TZVPD def2/J DEFGRID3
* xyz -1 3
Ni 13.0978 4.6316 4.8228
O 19.0045 5.6213 4.7789
C 17.6502 5.2646 4.7780
C 17.1362 4.1379 5.3916
C 15.7648 4.0163 5.3498
N 15.0031 4.7629 4.6271
C 15.5090 5.7603 3.9482
C 16.8271 6.0955 4.0245
C 14.4438 6.5406 3.2019
O 14.7975 7.4785 2.5410
O 13.2615 6.0687 3.3843
C 14.9496 2.9825 6.0808
O 15.5391 2.2410 6.8560
O 13.6932 2.9998 5.8392
H 19.4296 5.0806 5.4634
H 17.7729 3.4728 6.0124
H 17.1950 6.9890 3.5020
S 11.5674 5.8817 6.3290
C 10.3590 5.0699 5.4037
C 9.0432 5.4844 5.4255
C 8.0884 5.0006 4.5581
C 8.4374 3.9993 3.6509
C 9.7340 3.4930 3.6686
C 10.6446 3.9835 4.5739
H 8.7387 6.2568 6.1461
H 7.0581 5.3038 4.5762
H 7.6880 3.5619 3.0163
H 10.0235 2.6529 3.0297
H 11.4658 3.2947 4.7936
*
```


[8]
C13H8O3S | ωB97M-V with the def2-TZVPD basis set

E   -30586.4579 eV
SMILES   O=c1c(O)c(-c2cccs2)oc2ccccc12
Max |F|   0.088 Eh/bohr

Geometry as ORCA input:
```
! RIJCOSX wB97M-V def2-TZVPD def2/J DEFGRID3
* xyz 0 1
O 2.6070 -1.4733 -1.1328
O 0.3913 -2.6402 -0.7382
O -0.4836 0.8796 0.2409
S -3.2218 0.0289 -1.1324
C 1.7276 -0.7386 -0.6169
C -4.3565 -1.3295 -0.9495
C -3.7998 -2.4247 -0.2627
C -2.4186 -2.2043 0.1470
C 0.4047 -1.3187 -0.4480
C -0.7001 -0.4693 -0.1181
C -2.0261 -0.9112 -0.2632
C 1.9758 3.2789 1.1239
C 3.1948 2.6225 0.8611
C 0.8457 2.5785 0.8474
C 3.2101 1.3179 0.2657
C 0.8027 1.2974 0.3447
C 1.9858 0.6540 -0.0471
H 1.2473 -2.9625 -0.8470
H -5.3118 -1.3696 -1.4845
H -4.3318 -3.4007 -0.0200
H -1.9098 -2.9133 0.7329
H 1.9695 4.3191 1.4674
H 4.0941 3.0686 1.1159
H -0.0028 3.2137 1.1191
H 4.1062 0.8966 -0.2054
*
```